The following is a DFT calculation (wB97M-V/def2-TZVPD) of C18H21F6N4ReS2 as an isolated structure.

Geometry as XYZ:
```
52
Properties=species:S:1:pos:R:3
Re -0.471 -0.060 0.323
S 1.360 4.248 0.714
S -2.386 0.700 4.537
F -1.519 -1.672 0.393
F 0.732 0.758 -3.164
F -1.283 0.778 -3.957
F -0.735 2.174 -2.402
F -0.975 -1.298 -2.376
F -2.326 0.235 -1.519
N 1.782 2.351 -1.117
N 0.311 1.909 0.663
N -2.305 -1.515 3.017
N -1.138 0.406 2.326
C 2.409 0.489 2.766
C 1.138 2.703 -0.013
C -0.946 1.732 2.734
C 1.254 -1.128 1.043
C 3.436 -1.069 -2.020
C 2.303 -0.124 1.407
C 0.899 -2.153 2.102
C 1.100 -2.849 -0.981
C 4.393 0.840 0.307
C -1.925 -0.250 3.180
C -1.538 2.059 3.889
C -0.126 2.543 1.840
C 3.147 0.008 0.369
C -0.981 -0.091 -1.773
C 0.309 3.797 2.007
C 2.705 -0.889 -0.725
C -0.572 0.923 -2.848
C 1.635 -1.611 -0.313
H 2.759 -1.368 -2.820
H -2.978 -1.925 3.641
H 0.122 -2.838 1.772
H 0.171 -3.193 -0.530
H 4.355 1.682 0.998
H 1.834 -3.654 -0.893
H 1.642 1.436 -1.519
H 5.276 0.247 0.559
H 1.789 -2.750 2.327
H 2.285 3.030 -1.662
H 1.456 0.862 3.146
H 0.910 -2.704 -2.042
H 4.199 -1.847 -1.932
H 3.952 -0.160 -2.333
H 4.564 1.239 -0.694
H -2.144 -1.946 2.114
H 2.761 -0.247 3.495
H 3.118 1.317 2.778
H 0.582 -1.685 3.034
H -1.539 3.006 4.402
H 0.105 4.472 2.821
```

## Properties
Energy in Ha: -2391.21171
Net charge: +1
HOMO-LUMO gap (spin up / spin down) in eV: 6.905 / 7.137
⟨S²⟩: 3.796
Highest occupied orbital energy (spin up / spin down) in eV: -10.5097 / -10.9758
2S+1: 4